Entry 1:
# C3H7NO2

A single C3H7NO2 molecule (wB97M-V/def2-TZVPD, the OMol25 dataset).

Positions of all 13 atoms, in Å:
N1 1.53555 -0.69568 -0.00652
C1 0.24587 -0.64263 -0.53036
O1 -0.15339 0.64992 -0.80520
C2 -0.54932 -1.67293 -0.82679
C3 -0.78395 1.30093 0.26808
O2 0.10791 1.65472 1.29177
H1 1.78963 -1.61309 0.33631
H2 1.67683 0.01832 0.69914
H3 -0.25358 -2.69438 -0.61131
H4 -1.49313 -1.49992 -1.32888
H5 -1.26156 2.18214 -0.17334
H6 -1.52958 0.64419 0.72820
H7 0.66872 2.36842 0.95890

## Properties
HOMO energy = -8.44 eV
orbital gap = 9.3 eV
E_tot = -323.71366 Eh
SMILES = C=C(N)OCO
net charge = 0
ΔE to the lowest compared entry with this formula, charge and spin = 42.2 kcal/mol

***

Entry 2:
# C3H7NO2

A single C3H7NO2 molecule at a distorted geometry (wB97M-V/def2-TZVPD, the OMol25 dataset).

Positions of all 13 atoms, in Å:
C1 -2.10646 0.58632 -0.11035
C2 -0.34845 -0.99993 0.11919
C3 2.80990 0.42169 -0.19643
H1 -2.38514 0.07196 0.89119
H2 -1.70140 1.63541 0.15736
H3 -3.00005 0.77672 -0.70623
H4 -0.93483 -1.31111 1.07309
H5 0.06392 -1.92449 -0.37191
H6 2.35856 1.29411 0.49410
H7 3.79141 0.45322 -0.73775
N1 1.90873 -0.49416 -0.37870
O1 -1.21547 -0.37746 -0.66877
O2 0.75928 -0.13227 0.43521

## Properties
HOMO energy = -9.93 eV
orbital gap = 11.0 eV
E_tot = -323.61312 Eh
SMILES = C=NOCOC
net charge = 0
ΔE to the lowest compared entry with this formula, charge and spin = 105.3 kcal/mol

***

Entry 3:
# C3H7NO2

2 unconnected molecules or ions with the total composition C3H7NO2 at a distorted geometry (wB97M-V/def2-TZVPD, the OMol25 dataset).

Positions of all 13 atoms, in Å:
C1 1.92490 0.00526 -0.23621
N1 0.52756 0.27809 -0.33067
C2 -0.14971 0.88554 0.66046
O1 0.25394 1.04856 1.79860
C3 -2.04523 -0.88132 0.02912
O2 -2.26873 -0.50054 -1.09846
H1 2.45748 0.59966 -0.97953
H2 2.23193 0.27564 0.77417
H3 2.11012 -1.04899 -0.41882
H4 0.04330 0.14778 -1.20318
H5 -2.47570 -0.39017 0.92371
H6 -1.41257 -1.76056 0.24065
H7 -1.11629 1.22152 0.20251

## Properties
HOMO energy = -9.91 eV
orbital gap = 10.3 eV
E_tot = -323.70631 Eh
SMILES = CNC=O.C=O
net charge = 0
ΔE to the lowest compared entry with this formula, charge and spin = 46.8 kcal/mol

***

Entry 4:
# C3H7NO2

A single C3H7NO2 molecule at a distorted geometry (wB97M-V/def2-TZVPD, the OMol25 dataset).

Positions of all 13 atoms, in Å:
N1 -1.25587 -0.97721 -0.32765
C1 -0.99348 0.17675 -0.98621
O1 -1.47066 0.65588 -2.00330
C2 0.09940 1.08253 -0.21321
C3 0.96653 0.38799 0.84876
O2 0.86520 -1.25315 0.96601
H1 -0.38143 -1.34640 0.41127
H2 -2.01372 -1.51002 -0.76416
H3 -0.56808 1.83983 0.23133
H4 0.69596 1.55529 -1.00681
H5 2.03838 0.50886 0.70600
H6 0.66011 0.61084 1.87077
H7 1.35765 -1.73119 0.26721

## Properties
HOMO energy = -9.37 eV
orbital gap = 9.8 eV
E_tot = -323.70639 Eh
SMILES = NC(=O)CCO
net charge = 0
ΔE to the lowest compared entry with this formula, charge and spin = 46.8 kcal/mol